# C17H24ClN2O

An isolated ion of composition C17H24ClN2O and charge +1 (ωB97M-V with the def2-TZVPD basis set, OMol25).

Energy relative to the best compared isomer or geometry (same formula, charge and spin) in kJ/mol: 29.3
Lowest unoccupied orbital energy in eV: -2.283
SMILES: CC[NH+](CC)CCNCc1ccc(-c2ccc(Cl)cc2)o1
Charge: +1
Gap between HOMO and LUMO in eV: 7.912

Atoms and positions in Å:
1 C 2.6494 1.4488 -1.7814
2 C 3.6606 1.1617 -0.6845
3 N 3.2545 0.0347 0.1876
4 C 3.3164 -1.2967 -0.4510
5 H 4.2623 -1.7946 -0.2469
6 H 3.2155 -1.1739 -1.5282
7 C 2.1223 -2.1078 0.1045
8 N 1.0326 -1.1654 0.3414
9 H 0.5251 -1.3899 1.1906
10 C 0.0671 -1.0435 -0.7595
11 C -1.0082 -0.0781 -0.3857
12 C -0.9741 1.2213 0.0361
13 C -2.3129 1.5956 0.2756
14 C -3.0838 0.4954 -0.0139
15 C -4.5162 0.2811 0.0401
16 C -5.3774 1.2901 0.4762
17 C -6.7394 1.0770 0.5273
18 C -7.2594 -0.1517 0.1416
19 C -6.4187 -1.1660 -0.2954
20 C -5.0574 -0.9477 -0.3444
21 H -4.4002 -1.7326 -0.6856
22 H -6.8320 -2.1161 -0.5943
23 Cl -8.9605 -0.4186 0.2066
24 H -7.4022 1.8577 0.8648
25 H -4.9789 2.2455 0.7774
26 O -2.2813 -0.5204 -0.4084
27 H -2.6502 2.5527 0.6126
28 H -0.1109 1.8430 0.1661
29 H -0.4070 -2.0042 -0.9962
30 H 0.6057 -0.7000 -1.6477
31 H 2.4015 -2.5827 1.0462
32 H 1.8531 -2.8995 -0.6005
33 C 3.9243 0.0737 1.5147
34 C 5.4433 0.0714 1.4459
35 H 5.8298 0.9793 0.9928
36 H 5.8268 -0.7848 0.8981
37 H 5.8344 0.0155 2.4579
38 H 3.5792 -0.7908 2.0832
39 H 3.5844 0.9745 2.0302
40 H 2.1842 0.0474 0.3679
41 H 3.7582 2.0459 -0.0518
42 H 4.6365 0.9361 -1.1184
43 H 2.5944 0.6489 -2.5145
44 H 1.6583 1.6180 -1.3681
45 H 2.9509 2.3494 -2.3090

Forces on atoms 1 to 6 (eV/Å):
0.094 -0.110 0.108
0.044 0.397 -0.438
-0.248 0.144 0.044
-0.053 -0.526 -0.217
0.002 0.115 -0.024
0.051 0.084 0.056

# C19H20ClINO4PtSi

C19H20ClINO4PtSi as an isolated structure (ωB97M-V with the def2-TZVPD basis set, OMol25).

Lowest unoccupied orbital energy in eV: -6.806
Charge: +1
Gap between HOMO and LUMO in eV: 3.889

Atoms and positions in Å:
1 Pt 0.1123 -0.3167 -0.2626
2 I 1.8142 -1.6650 -1.5775
3 C 0.9167 -3.4765 -0.9846
4 C 1.5015 -4.6733 -1.2511
5 C 0.7911 -5.8416 -0.8997
6 C -0.4597 -5.7506 -0.3614
7 C -1.0713 -4.4969 -0.1126
8 C -2.3918 -4.3878 0.3811
9 C -2.9545 -3.1606 0.5711
10 C -2.2116 -1.9822 0.3422
11 C -0.9154 -2.0325 -0.0995
12 C -0.3474 -3.3080 -0.3851
13 H 2.4709 -4.7458 -1.7253
14 H 1.2418 -6.8069 -1.0841
15 H -1.0131 -6.6503 -0.1230
16 H -2.9504 -5.2921 0.5861
17 H -3.9719 -3.0777 0.9293
18 H -2.6770 -1.0321 0.5608
19 O -0.9440 0.6657 1.2684
20 Cl -0.8275 0.2459 2.7419
21 O -0.7449 1.4952 3.4176
22 O -1.9743 -0.5032 3.0827
23 O 0.3694 -0.5199 2.8814
24 C -0.1217 4.3295 -1.9020
25 Si -0.1787 2.4694 -1.8197
26 C 0.7192 1.7474 -3.2777
27 C -1.9263 1.8705 -1.5990
28 N 0.7551 1.7283 -0.4017
29 C 1.3432 2.2518 0.6253
30 C 1.2148 3.6529 0.9951
31 C 1.7024 4.0857 2.1822
32 C 2.3646 3.1790 3.0423
33 C 2.5668 1.8383 2.7132
34 C 2.0952 1.3782 1.5189
35 H -0.5999 4.5955 -2.8498
36 H 0.8870 4.7448 -1.9312
37 H -0.7000 4.8212 -1.1183
38 H 0.1675 2.0055 -4.1852
39 H 0.7704 0.6605 -3.2248
40 H 1.7290 2.1479 -3.3812
41 H -2.6022 2.6329 -1.9953
42 H -2.1886 1.7124 -0.5528
43 H -2.1036 0.9435 -2.1456
44 H 0.6673 4.3157 0.3459
45 H 1.5746 5.1133 2.4911
46 H 2.7443 3.5482 3.9877
47 H 3.0884 1.1795 3.3916
48 H 2.2682 0.3612 1.1952

Forces on atoms 1 to 6 (eV/Å):
0.182 0.239 0.308
-0.144 -0.161 -0.038
-0.040 0.046 0.043
0.023 0.029 -0.039
0.002 -0.042 -0.001
-0.018 0.000 -0.004

# C8H10Cl2Si

A 2-piece molecular cluster, C8H10Cl2Si overall (ωB97M-V with the def2-TZVPD basis set, OMol25).

Energy relative to the best compared isomer or geometry (same formula, charge and spin) in kJ/mol: 638.3
Lowest unoccupied orbital energy (spin up / spin down) in eV: -0.550 / -0.549
SMILES: C[SiH](C)Cl.Clc1c#cccc1
Charge: 0
Gap between HOMO and LUMO (spin up / spin down) in eV: 8.689 / 8.690

Atoms and positions in Å:
1 C 3.1165 2.4314 0.7159
2 C 3.1027 1.5767 1.8121
3 C 2.0779 2.5869 -0.2685
4 C 0.9062 1.0376 0.9484
5 C 1.8827 0.9923 1.8122
6 C 0.8929 1.9333 -0.1161
7 C -1.6517 -3.4379 -0.3848
8 C -2.8329 -0.6941 -0.9968
9 Si -1.5758 -1.5087 0.1094
10 Cl 0.3397 -1.1086 -0.6022
11 Cl -0.4249 2.2533 -1.2663
12 H 3.9444 3.1992 0.4683
13 H 3.9712 1.4425 2.4547
14 H 2.1620 3.4784 -1.0236
15 H -2.6976 -3.6835 -0.5006
16 H -1.0972 -3.4300 -1.3542
17 H -1.1986 -4.1412 0.4485
18 H -2.6641 -1.1864 -2.0150
19 H -3.8432 -0.8750 -0.7288
20 H -2.5623 0.4186 -1.0123
21 H -1.8480 -1.2849 1.5000

Forces on atoms 1 to 6 (eV/Å):
1.070 2.655 -2.598
0.986 0.474 -0.114
1.684 2.607 0.394
3.037 0.874 3.096
-4.396 -0.744 -3.443
-1.398 -0.941 0.039

# C27H49F9N8O11S3

A 8-piece molecular cluster, C27H49F9N8O11S3 overall (ωB97M-V with the def2-TZVPD basis set, OMol25).

Energy relative to the best compared isomer or geometry (same formula, charge and spin) in kJ/mol: 0.0
Lowest unoccupied orbital energy in eV: -5.476
Charge: +2
Gap between HOMO and LUMO in eV: 4.574

Atoms and positions in Å:
1 C 16.5865 -12.9060 5.5435
2 C 16.2986 -14.3329 5.3504
3 O 16.6045 -15.0447 4.4654
4 N 15.3406 -14.9589 6.3949
5 H 15.6282 -15.9404 6.4009
6 H 15.5114 -14.5261 7.3045
7 C 13.9066 -14.8110 6.0231
8 H 16.9089 -12.6514 6.5557
9 H 15.7032 -12.2757 5.3762
10 H 17.2915 -12.5416 4.8033
11 H 13.6658 -13.7749 5.7979
12 H 13.2536 -15.1378 6.8280
13 H 13.7730 -15.4275 5.1368
14 C 4.1173 -13.7759 6.1596
15 C 4.7212 -14.0845 4.8276
16 O 4.4263 -15.0016 4.1448
17 N 5.8820 -13.2386 4.4207
18 H 5.4686 -12.3469 4.1243
19 H 6.5993 -13.0187 5.1684
20 C 6.5075 -13.6574 3.0784
21 H 3.8211 -12.7316 6.2636
22 H 4.7858 -14.1024 6.9579
23 H 3.2203 -14.3841 6.2576
24 H 7.1859 -12.8699 2.7777
25 H 5.6789 -13.7098 2.3794
26 H 6.9557 -14.6286 3.2384
27 C 6.2721 -10.8138 8.4332
28 C 5.3054 -9.8868 9.1640
29 N 5.1968 -10.1319 10.6140
30 C 4.5149 -9.2892 11.4631
31 C 4.4954 -9.8437 12.6870
32 N 5.1950 -11.0346 12.5749
33 C 5.5510 -11.2013 11.3143
34 C 5.2764 -12.1070 13.5587
35 H 6.4069 -11.8312 8.7914
36 H 7.2670 -10.3660 8.4745
37 H 6.0768 -10.8212 7.3639
38 H 4.2963 -9.9332 8.7592
39 H 5.6915 -8.8765 9.0422
40 H 4.1165 -8.3604 11.0918
41 H 4.0730 -9.6011 13.6454
42 H 6.0736 -12.0620 10.9377
43 H 6.2870 -12.5101 13.5908
44 H 4.4678 -12.8186 13.4338
45 H 5.2003 -11.7059 14.5725
46 C 7.4166 -4.7287 2.6092
47 C 7.9386 -4.9979 4.0071
48 N 8.2564 -6.4345 4.1769
49 C 7.4136 -7.4577 4.5154
50 C 8.1644 -8.5887 4.5254
51 N 9.4480 -8.2211 4.2476
52 C 9.4862 -6.9180 4.0329
53 C 10.6278 -9.0770 4.1446
54 H 8.0761 -5.1528 1.8519
55 H 7.2608 -3.6624 2.4623
56 H 6.4534 -5.2071 2.4083
57 H 7.2333 -4.7676 4.8018
58 H 8.8634 -4.4397 4.1266
59 H 6.4386 -7.2574 4.9223
60 H 7.9474 -9.6197 4.7446
61 H 10.3022 -6.3328 3.6431
62 H 11.2987 -8.7621 3.3504
63 H 10.3902 -10.1256 3.9875
64 H 11.1707 -9.0068 5.0877
65 C 11.5639 -14.7299 10.1814
66 C 10.2513 -14.1594 10.6803
67 N 10.2685 -12.6964 10.6987
68 C 10.8573 -11.9432 11.6814
69 C 10.6352 -10.6450 11.3766
70 N 10.0069 -10.6340 10.1587
71 C 9.8486 -11.8833 9.7415
72 C 9.6611 -9.4312 9.3726
73 H 12.4115 -14.3451 10.7517
74 H 11.6768 -14.5061 9.1232
75 H 11.6181 -15.8114 10.3082
76 H 9.8282 -14.5155 11.6186
77 H 9.4889 -14.5036 9.9720
78 H 11.3096 -12.3964 12.5465
79 H 10.8740 -9.7633 11.9434
80 H 9.3572 -12.2303 8.8460
81 H 8.6522 -9.1466 9.6614
82 H 9.8160 -9.6663 8.3227
83 H 10.3376 -8.6202 9.6306
84 C 10.3328 -13.4433 6.1279
85 F 10.9754 -13.5277 4.9932
86 F 9.9217 -14.6737 6.4801
87 F 11.1197 -12.9085 7.0605
88 S 8.8427 -12.3139 5.9332
89 O 8.6256 -12.1103 4.5164
90 O 7.6595 -12.9854 6.4983
91 O 9.2640 -11.1088 6.6273
92 C 13.5411 -10.7132 6.6788
93 F 14.2258 -11.6969 7.3112
94 F 12.8854 -11.2991 5.6628
95 F 12.6013 -10.2756 7.5461
96 S 14.6386 -9.3479 6.0374
97 O 15.0939 -8.7466 7.2656
98 O 15.6311 -10.0555 5.2670
99 O 13.7178 -8.5652 5.2509
100 C 13.8252 -14.0149 2.1313
101 F 12.8230 -13.7452 3.0024
102 F 14.7878 -13.0920 2.3777
103 F 14.3184 -15.2226 2.4501
104 S 13.2309 -13.8201 0.3867
105 O 14.4009 -14.1203 -0.3900
106 O 12.1470 -14.7826 0.3659
107 O 12.8012 -12.4398 0.3960

Forces on atoms 1 to 6 (eV/Å):
-0.184 0.776 0.271
0.074 0.631 -1.181
0.054 -0.449 0.281
0.227 0.257 0.590
-0.228 0.003 0.210
0.085 -0.154 -0.014

# CH8N2O

A 3-piece molecular cluster, CH8N2O overall (ωB97M-V with the def2-TZVPD basis set, OMol25).

Energy relative to the best compared isomer or geometry (same formula, charge and spin) in kJ/mol: 540.0
Lowest unoccupied orbital energy in eV: -2.632
Charge: 0
Gap between HOMO and LUMO in eV: 7.469

Atoms and positions in Å:
1 N 0.5167 -0.8160 1.9220
2 H -0.4568 -0.5715 1.7998
3 H 0.5153 -1.7365 2.3489
4 H -2.7800 -0.0189 -0.1245
5 H 1.0124 -0.8843 1.0455
6 N 1.7504 0.5518 -1.4432
7 C 0.4381 0.8222 -1.3078
8 O -0.0973 1.6965 -0.5250
9 H 2.2575 0.9611 -0.6477
10 H -3.1497 -0.6176 0.0908
11 H 0.0635 -0.2161 -0.8813
12 H -0.0700 0.8293 -2.2775

Forces on atoms 1 to 6 (eV/Å):
-0.033 -0.311 0.489
0.075 0.240 -0.327
0.160 0.044 -0.054
0.138 0.232 -0.056
-0.161 0.025 -0.105
-0.161 -1.456 0.263

| no. | strongest force on any atom (eV/Å) |
| --- | --- |
| 1 | 1.2 |
| 2 | 0.6 |
| 3 | 5.6 |
| 4 | 2.2 |
| 5 | 2.5 |